1.
Entry from OMol25: a structure of composition C48H69CdF15O24P2 in a non-equilibrium geometry (the ωB97M-V functional and the def2-TZVPD basis).

- E_HOMO: -8.973 eV
- LUMO level: 0.4 eV
- Max |F|: 7.5 eV Å⁻¹

Cartesian coordinates (Å):
1 Cd 5.4768 21.6710 27.3453
2 P 4.1797 24.0174 29.5094
3 F 5.1184 23.4374 28.3243
4 F 4.0115 25.2701 28.4844
5 F 2.9674 23.1761 28.8328
6 F 3.1714 24.7049 30.5702
7 F 4.4666 22.7280 30.4431
8 F 5.3993 24.8901 30.2381
9 P 7.3328 19.2061 25.5064
10 F 6.8880 17.7322 26.0544
11 F 6.4175 19.1480 24.2052
12 F 6.0530 19.8773 26.3213
13 F 7.9364 20.7073 25.0617
14 F 8.2077 19.2219 26.8663
15 F 8.5240 18.4086 24.7701
16 C 8.1232 25.5603 24.4505
17 O 7.2915 24.7215 25.1434
18 C 7.7940 23.7519 26.0385
19 O 7.0320 22.9142 26.5184
20 O 9.1715 23.8730 26.3078
21 C 10.0332 22.8036 26.6260
22 H 7.5150 26.0545 23.6930
23 H 8.9584 25.1338 23.8949
24 H 8.5807 26.3590 25.0345
25 H 10.8408 22.8289 25.8945
26 H 9.5824 21.8143 26.5480
27 H 10.5446 22.8614 27.5869
28 C 10.9832 21.1134 23.2007
29 O 11.1571 22.5739 23.2754
30 C 12.4858 23.0272 23.1167
31 O 13.5341 22.3526 23.1263
32 O 12.4419 24.3265 23.2691
33 C 13.6918 25.0352 23.2145
34 H 11.5187 20.6747 22.3588
35 H 9.9433 20.7869 23.2098
36 H 11.3979 20.6688 24.1054
37 H 14.5491 24.5875 23.7172
38 H 13.5301 26.0181 23.6571
39 H 13.9451 25.4003 22.2191
40 C 7.6955 19.8469 31.2634
41 O 8.0881 21.1351 30.7756
42 C 7.3982 21.6434 29.6870
43 O 6.4929 21.2161 28.9952
44 O 7.7318 22.9542 29.4963
45 C 8.7893 23.6046 30.1455
46 H 7.9187 19.0806 30.5210
47 H 6.7132 19.8320 31.7355
48 H 8.2331 19.5562 32.1659
49 H 9.1136 24.5506 29.7119
50 H 9.7022 23.0152 30.0594
51 H 8.5741 23.7842 31.1988
52 C 4.0980 15.8558 32.7416
53 O 3.8939 16.1146 31.3813
54 C 4.9372 16.3375 30.6182
55 O 6.1020 16.3248 31.0196
56 O 4.5185 16.9367 29.4800
57 C 5.4078 17.1314 28.3401
58 H 3.2447 15.3780 33.2231
59 H 4.2693 16.8376 33.1831
60 H 4.9060 15.2662 33.1747
61 H 6.0099 16.2435 28.1476
62 H 5.9644 18.0685 28.3275
63 H 4.8908 17.3387 27.4031
64 C 0.6367 19.1764 27.3305
65 O 1.8286 19.9242 27.2457
66 C 2.8420 19.9562 28.1524
67 O 3.9282 20.4541 27.8037
68 O 2.5092 19.3821 29.2888
69 C 3.1576 19.7986 30.5162
70 H -0.0603 19.6161 28.0438
71 H 0.8830 18.2008 27.7498
72 H 0.0397 19.0809 26.4236
73 H 4.1946 20.0574 30.3022
74 H 3.0440 19.0878 31.3347
75 H 2.6402 20.6958 30.8560
76 C 5.8866 13.1502 25.3130
77 O 6.0229 13.8708 26.5140
78 C 6.3536 13.1909 27.6762
79 O 6.4555 11.9589 27.7648
80 O 6.5711 14.0864 28.6454
81 C 7.2806 13.7470 29.8220
82 H 6.8139 12.5903 25.1919
83 H 5.6488 13.8310 24.4956
84 H 5.0061 12.5248 25.4601
85 H 8.0494 13.0441 29.5009
86 H 6.7809 13.0945 30.5380
87 H 7.8042 14.5890 30.2746
88 C 4.1514 20.8055 17.3829
89 O 4.1320 19.7860 18.3970
90 C 4.8548 19.9550 19.5753
91 O 5.6542 20.8641 19.7361
92 O 4.7597 18.9177 20.3822
93 C 5.7330 18.6441 21.3988
94 H 3.5222 20.5691 16.5248
95 H 5.1338 21.0370 16.9714
96 H 3.7656 21.7251 17.8228
97 H 6.3943 19.4754 21.6431
98 H 6.2923 17.7842 21.0302
99 H 5.3758 18.3337 22.3807
100 C 2.1470 23.3783 24.5102
101 O 3.3160 22.9911 23.7460
102 C 4.3949 22.6680 24.4340
103 O 4.5702 22.4705 25.6943
104 O 5.4561 22.7126 23.5969
105 C 5.4563 23.1258 22.1915
106 H 1.2423 23.1612 23.9424
107 H 2.0491 24.3825 24.9228
108 H 1.9254 22.8573 25.4416
109 H 4.6214 22.7332 21.6110
110 H 6.4471 22.7874 21.8884
111 H 5.3690 24.2106 22.1303
112 F 15.0562 16.7860 19.5648
113 C 14.5318 17.4637 20.5693
114 C 15.0309 18.7733 20.7970
115 C 14.5756 19.5113 21.9083
116 C 13.6022 19.0093 22.7799
117 C 13.0603 17.7861 22.4148
118 C 13.4342 17.0367 21.2849
119 H 15.6845 19.1855 20.0424
120 H 14.8543 20.5226 22.1652
121 H 13.2244 19.5078 23.6603
122 H 12.3384 17.2822 23.0402
123 H 13.0403 16.0682 21.0142
124 F 11.5544 12.8227 28.8722
125 C 11.5340 13.8375 27.9888
126 C 12.6770 14.3594 27.4336
127 C 12.5866 15.3218 26.3758
128 C 11.3016 15.5582 25.8428
129 C 10.1402 15.1347 26.4705
130 C 10.2922 14.2808 27.5401
131 H 13.5854 13.9866 27.8832
132 H 13.4929 15.6537 25.8913
133 H 11.2464 16.0563 24.8861
134 H 9.1940 15.4422 26.0504
135 H 9.4280 13.7849 27.9570
136 F 1.1618 18.5540 21.9266
137 C 1.6930 17.9860 23.0335
138 C 1.2154 16.7533 23.5192
139 C 1.6074 16.2646 24.7704
140 C 2.6933 16.9000 25.4121
141 C 3.1646 18.0796 24.9332
142 C 2.7111 18.6100 23.7522
143 H 0.4343 16.3395 22.8987
144 H 1.0974 15.4526 25.2673
145 H 3.1564 16.3503 26.2182
146 H 3.9799 18.4877 25.5121
147 H 2.9731 19.5990 23.4063
148 C 4.9463 14.5295 20.9969
149 C 6.2500 14.1409 20.7142
150 C 6.5736 12.8103 20.5538
151 C 5.5599 11.8390 20.7052
152 C 4.2231 12.2966 20.9217
153 C 3.9330 13.6200 21.1695
154 H 4.7099 15.5672 21.1806
155 H 7.0482 14.8420 20.5201
156 H 7.5767 12.5080 20.2915
157 H 5.7817 10.7976 20.5243
158 H 3.4104 11.5854 20.9163
159 H 2.9254 14.0054 21.2210

***

2.
Entry from OMol25: a cluster of 10 separate species, C48H71FN2O16 in total in a non-equilibrium geometry (the ωB97M-V functional and the def2-TZVPD basis).

- ΔE to the lowest compared entry with this formula, charge and spin: 254.9 kcal per mole
- E_HOMO: -4.882 eV
- LUMO level: -1.6 eV
- Max |F|: 4.7 eV Å⁻¹

Cartesian coordinates (Å):
1 C -2.8548 0.9117 -2.8521
2 C -1.8036 -0.1730 -3.1978
3 N -0.6246 -0.0155 -2.3982
4 C -0.2535 -0.5278 -1.1405
5 C 1.0439 -0.0768 -0.8572
6 N 1.4106 0.6780 -1.8481
7 C 0.4337 0.7775 -2.8002
8 C 2.7019 1.2649 -1.9685
9 H -3.7742 0.7897 -3.4247
10 H -2.3456 1.8508 -3.0687
11 H -3.1673 1.0225 -1.8137
12 H -1.4587 -0.1156 -4.2302
13 H -2.2280 -1.1633 -3.0328
14 H -0.9395 -1.2257 -0.6836
15 H 1.8139 -0.3196 -0.1399
16 H 0.4682 1.4839 -3.6164
17 H 3.3018 1.1438 -1.0665
18 H 2.6276 2.3451 -2.0936
19 H 3.1892 0.8568 -2.8540
20 F 6.7443 -0.5045 4.0400
21 C -0.4610 5.2484 8.4451
22 C 0.0575 4.7535 7.2873
23 C 1.2212 4.0364 7.3525
24 C 1.9806 4.0213 8.5081
25 C 1.4079 4.3748 9.6964
26 C 0.2417 5.0364 9.6936
27 O -0.2198 5.6446 10.7768
28 O 1.6713 3.4575 6.1771
29 H -1.3399 5.8289 8.2062
30 H -0.5805 5.0667 6.4740
31 H 2.9788 3.6172 8.5905
32 H 1.9604 4.3980 10.6241
33 H -0.3198 5.1339 11.5835
34 H 2.4101 2.9176 6.4674
35 C -9.9734 -1.6216 -1.3414
36 C -9.0447 -2.5510 -0.9597
37 C -8.3767 -2.4209 0.2520
38 C -8.6228 -1.3869 1.0546
39 C -9.6527 -0.5383 0.8073
40 C -10.2962 -0.6596 -0.4060
41 O -11.3349 0.1878 -0.6716
42 O -7.2870 -3.2073 0.4477
43 H -10.4128 -1.8232 -2.3071
44 H -8.7383 -3.2484 -1.7254
45 H -8.0948 -1.3223 1.9945
46 H -10.0031 0.2095 1.5034
47 H -11.5030 0.4040 -1.5918
48 H -7.2586 -3.9505 -0.1593
49 C 6.7957 -2.5306 10.7471
50 C 7.4927 -2.8637 11.9150
51 C 7.0437 -3.9702 12.6678
52 C 5.9911 -4.8517 12.2353
53 C 5.4829 -4.5730 10.9568
54 C 5.8829 -3.4329 10.3144
55 O 5.1108 -3.1792 9.1659
56 O 7.5857 -4.3019 13.8374
57 H 6.9953 -1.7611 10.0161
58 H 8.2848 -2.1890 12.2043
59 H 5.6949 -5.7164 12.8105
60 H 4.6618 -5.1872 10.6175
61 H 5.5903 -2.6495 8.5247
62 H 8.0311 -3.5836 14.2927
63 C 7.0588 -9.3346 2.4836
64 C 7.0704 -8.0820 1.9371
65 C 7.5922 -7.0594 2.6842
66 C 7.9199 -7.2158 3.9981
67 C 7.8685 -8.5249 4.5803
68 C 7.4663 -9.5629 3.8525
69 O 7.2872 -10.7983 4.4090
70 O 7.7290 -5.8758 2.0946
71 H 6.7460 -10.2241 1.9569
72 H 6.7713 -7.9465 0.9083
73 H 8.2931 -6.4324 4.6412
74 H 8.1047 -8.5715 5.6332
75 H 6.7138 -10.5334 5.1319
76 H 7.4951 -5.3378 2.8546
77 C -6.7650 -8.2774 -6.9131
78 C -6.1395 -8.2670 -5.6427
79 C -4.9565 -7.6325 -5.3675
80 C -4.2405 -7.1267 -6.4635
81 C -4.8023 -7.0896 -7.7239
82 C -6.0732 -7.5821 -7.8786
83 O -6.5643 -7.8125 -9.1410
84 O -4.4922 -7.6223 -4.0608
85 H -7.6089 -8.8999 -7.1713
86 H -6.6720 -8.7392 -4.8303
87 H -3.3670 -6.5004 -6.3576
88 H -4.3951 -6.5100 -8.5391
89 H -7.0838 -8.6186 -9.1830
90 H -4.3336 -8.4723 -3.6436
91 C 11.0438 -2.0203 -5.6937
92 O 10.6816 -0.7371 -5.4680
93 C 10.9381 -0.2256 -4.1635
94 C 10.9321 1.3400 -4.1821
95 O 9.7152 1.8890 -4.6368
96 C 9.8014 3.0907 -5.3296
97 H 12.1257 -2.0449 -5.8236
98 H 10.5939 -2.4404 -6.5933
99 H 10.8264 -2.6774 -4.8516
100 H 11.8628 -0.6966 -3.8298
101 H 10.3989 -0.5504 -3.2736
102 H 11.6391 1.7151 -4.9220
103 H 11.0867 1.7690 -3.1921
104 H 8.8385 3.5801 -5.4761
105 H 10.2224 2.8925 -6.3153
106 H 10.4068 3.8717 -4.8695
107 C -0.7069 2.7830 -9.2954
108 O -0.6266 3.7987 -8.2703
109 C -0.8575 5.0980 -8.6936
110 C -0.6603 5.9864 -7.4029
111 O 0.6750 6.1023 -7.0658
112 C 1.2649 7.3937 -6.7857
113 H -0.2405 3.0047 -10.2554
114 H -1.7918 2.8136 -9.3960
115 H -0.4533 1.7824 -8.9453
116 H -1.8667 5.3518 -9.0179
117 H -0.1844 5.4185 -9.4889
118 H -1.2363 5.5813 -6.5709
119 H -1.2153 6.9020 -7.6074
120 H 2.1228 7.2016 -6.1414
121 H 0.7667 8.0586 -6.0801
122 H 1.5553 7.8636 -7.7254
123 C -13.0186 7.8662 1.2810
124 O -12.4623 9.0692 1.7902
125 C -11.0194 9.0522 2.0069
126 C -10.2525 8.2650 0.9333
127 O -8.8164 8.5809 0.8691
128 C -8.0858 7.8821 -0.0714
129 H -14.0872 8.0011 1.1135
130 H -12.7993 6.9336 1.8009
131 H -12.5908 7.6102 0.3117
132 H -10.9058 8.7423 3.0457
133 H -10.7892 10.1173 1.9814
134 H -10.6761 8.7020 0.0290
135 H -10.4087 7.1898 0.8456
136 H -8.4547 7.9182 -1.0964
137 H -8.1904 6.8106 0.0992
138 H -7.0620 8.1939 0.1352

***

3.
Entry from OMol25: a cluster of 12 separate species, C48H72F3O35 in total in a non-equilibrium geometry (the ωB97M-V functional and the def2-TZVPD basis).

- ΔE to the lowest compared entry with this formula, charge and spin: 144.7 kcal per mole
- E_HOMO: -6.665 eV
- Net charge: -1
- LUMO level: 1.5 eV
- Max |F|: 5.2 eV Å⁻¹

Cartesian coordinates (Å):
1 C 0.7140 0.3216 0.5564
2 O -0.6965 -0.1064 0.4361
3 O 1.0145 1.3320 -0.4462
4 C 0.9800 0.6971 2.0860
5 F 0.7914 -0.1983 3.0436
6 F 2.2661 1.1576 2.1748
7 F 0.1847 1.7651 2.4724
8 C -1.0290 -1.0470 -0.6436
9 C -2.5578 -1.1525 -0.6081
10 H -2.9913 -0.1962 -0.9010
11 H -2.9331 -1.8591 -1.3484
12 H -2.8939 -1.4275 0.3916
13 H -0.6775 -2.0471 -0.3904
14 H -0.7229 -0.7792 -1.6549
15 H 1.3070 -0.5833 0.4236
16 C 5.1618 -0.7877 1.7750
17 C 4.8356 -0.4445 3.2281
18 C 3.8500 -1.2665 4.0077
19 O 4.4897 -1.7981 5.1706
20 C 5.7530 -1.3363 5.1199
21 O 6.5935 -1.5624 6.0033
22 O 5.9905 -0.5918 3.9916
23 H 5.6068 -1.7754 1.6542
24 H 5.8700 -0.0060 1.5002
25 H 4.3121 -0.6206 1.1130
26 H 4.4929 0.5844 3.3375
27 H 3.4713 -2.0667 3.3718
28 H 3.0081 -0.6177 4.2492
29 C 5.8960 -5.5069 -0.9750
30 C 5.2473 -4.3272 -1.6293
31 C 4.0200 -4.5524 -2.4966
32 O 3.0274 -3.6921 -1.9959
33 C 3.5013 -3.1055 -0.8961
34 O 2.7852 -2.4380 -0.1829
35 O 4.7941 -3.4707 -0.6539
36 H 6.5239 -6.0299 -1.6963
37 H 5.1225 -6.2556 -0.8042
38 H 6.5690 -5.4164 -0.1223
39 H 6.0500 -3.7423 -2.0784
40 H 3.6291 -5.5692 -2.5347
41 H 4.3163 -4.1943 -3.4825
42 C 4.5900 1.2702 -1.5258
43 C 3.7811 0.1591 -2.3625
44 C 2.8474 0.7619 -3.3688
45 O 3.0724 -0.0277 -4.5186
46 C 4.1092 -0.7597 -4.3820
47 O 4.5331 -1.5597 -5.1692
48 O 4.6677 -0.5467 -3.1922
49 H 3.9766 1.8836 -0.8658
50 H 5.0760 1.9002 -2.2708
51 H 5.3409 0.8234 -0.8741
52 H 3.1172 -0.4995 -1.8025
53 H 3.1014 1.8099 -3.5284
54 H 1.8621 0.5717 -2.9433
55 C -1.0730 -1.9992 -4.6827
56 C 0.2605 -2.4323 -4.1288
57 C 0.0782 -3.7453 -3.2611
58 O 0.7644 -4.7655 -3.9347
59 C 1.4347 -4.2260 -4.9481
60 O 2.1774 -4.9017 -5.6660
61 O 1.0078 -2.9264 -5.2319
62 H -1.7333 -1.4704 -3.9953
63 H -1.6856 -2.8252 -5.0442
64 H -0.8453 -1.3521 -5.5297
65 H 0.6735 -1.6170 -3.5348
66 H -0.9666 -4.0488 -3.1935
67 H 0.5220 -3.6481 -2.2704
68 C -1.3299 2.3731 5.3699
69 C -0.0872 2.6903 6.3169
70 C 1.1483 2.0895 5.7008
71 O 1.9071 3.2238 5.3573
72 C 1.3635 4.3317 5.7224
73 O 1.8595 5.4612 5.5256
74 O 0.1563 4.0499 6.3035
75 H -1.2228 2.6577 4.3232
76 H -2.2016 2.9396 5.6973
77 H -1.5762 1.3116 5.3964
78 H -0.2394 2.4960 7.3786
79 H 0.8258 1.5303 4.8225
80 H 1.5503 1.3734 6.4175
81 C 4.1636 3.7905 2.3530
82 C 3.2871 4.8911 1.6137
83 C 1.8775 4.4144 1.2659
84 O 1.0833 5.4802 1.6899
85 C 1.7547 6.3181 2.4417
86 O 1.2810 7.2891 3.0398
87 O 3.0654 5.9577 2.4773
88 H 3.7629 3.3922 3.2851
89 H 5.2041 4.0787 2.5030
90 H 4.2483 2.8763 1.7655
91 H 3.7561 5.2941 0.7161
92 H 1.6788 3.4539 1.7413
93 H 1.7815 4.3256 0.1838
94 C -5.6745 -2.1834 0.8141
95 C -6.7841 -2.8341 1.6591
96 C -6.4750 -2.8563 3.1132
97 O -7.5928 -2.1525 3.6223
98 C -8.2849 -1.4855 2.7186
99 O -9.1898 -0.7174 2.9273
100 O -7.8371 -1.8571 1.5153
101 H -6.0164 -2.2524 -0.2186
102 H -4.7145 -2.6887 0.9194
103 H -5.6016 -1.1131 1.0068
104 H -7.1590 -3.7604 1.2237
105 H -5.5349 -2.3137 3.2127
106 H -6.4063 -3.8350 3.5882
107 C -4.3887 0.2209 -3.3610
108 C -4.8209 0.1167 -4.8408
109 C -4.3626 1.2180 -5.8450
110 O -3.9655 0.4042 -7.0189
111 C -3.8719 -0.8627 -6.7539
112 O -3.3421 -1.6688 -7.5011
113 O -4.1851 -1.0048 -5.4609
114 H -3.3014 0.1661 -3.3064
115 H -4.7301 -0.5713 -2.6948
116 H -4.7847 1.1384 -2.9256
117 H -5.8854 -0.0499 -5.0060
118 H -3.5446 1.7802 -5.3946
119 H -5.1516 1.9063 -6.1479
120 C -2.6183 -1.5345 3.5851
121 C -1.6956 -2.5178 2.7988
122 C -0.5107 -3.1262 3.5693
123 O -0.7803 -4.5133 3.6582
124 C -1.8848 -4.8051 2.9763
125 O -2.3115 -5.9384 2.8105
126 O -2.4833 -3.6578 2.5905
127 H -2.8170 -1.8244 4.6168
128 H -3.5883 -1.3994 3.1068
129 H -2.1025 -0.5753 3.5395
130 H -1.3529 -2.0655 1.8681
131 H -0.4147 -2.8004 4.6050
132 H 0.4322 -3.0121 3.0345
133 C -0.4710 1.5749 -4.5291
134 C -0.4969 2.6085 -3.3574
135 C 0.7020 3.4840 -3.1796
136 O 0.2013 4.8145 -3.2217
137 C -1.1227 4.7614 -3.5892
138 O -1.8122 5.7153 -3.8050
139 O -1.5228 3.5747 -3.5493
140 H 0.0273 1.9519 -5.4222
141 H -1.4741 1.2856 -4.8424
142 H -0.0102 0.6062 -4.3356
143 H -0.7710 2.1234 -2.4206
144 H 1.4128 3.3411 -3.9936
145 H 1.2227 3.2402 -2.2535
146 C -1.8904 4.0524 0.2063
147 C -2.5511 2.6843 0.2497
148 C -2.7812 2.0820 1.6418
149 O -4.1575 1.9260 1.5179
150 C -4.7015 2.1723 0.3651
151 O -5.8675 1.8335 0.0456
152 O -3.7636 2.7684 -0.4151
153 H -1.0113 4.0722 0.8505
154 H -2.5727 4.8185 0.5745
155 H -1.5506 4.3066 -0.7977
156 H -2.0077 1.9381 -0.3300
157 H -2.6075 2.8653 2.3797
158 H -2.1508 1.2194 1.8577

***

Summary of gap between HOMO and LUMO in eV
9.3 3.3 8.2
(order as listed above)
Summary of molar mass in g/mol
1489.39 951.09 1266.06
(order as listed above)